Entry 1:
Below is 2 unconnected molecules or ions with the total composition C4H12 in a non-equilibrium geometry, with properties calculated with wB97M-V/def2-TZVPD.

XYZ file:
```
16
Properties=species:S:1:pos:R:3
C 0.0961 -2.0914 -2.0293
C 0.5584 -1.8785 -0.6005
H -0.3913 -3.0476 -2.2246
H -0.6491 -1.3837 -2.3897
H 0.9315 -2.1134 -2.7337
H 1.4272 -1.2210 -0.5557
H 0.8714 -2.8363 -0.1813
H -0.2429 -1.5264 0.0533
C 0.1434 1.8707 1.9064
C -0.8458 2.1039 0.8316
H -0.1337 2.1249 2.9195
H 0.6926 0.9262 1.7334
H 1.0264 2.5026 1.5322
H -1.8264 1.7419 1.2521
H -0.4897 1.6699 -0.1028
H -1.1680 3.1583 0.5891
```

Calculated values
- 2S+1: 2
- Relative energy (zero: lowest compared OMol25 entry of this formula, charge and spin): 10.4 kcal/mol
- Total charge: +1
- F_max: 1.354 eV Å⁻¹
- Kohn-Sham gap (alpha / beta): 10.9 / 3.2 eV
- Expectation value of S²: 0.753

Formally, the natural (NBO) partial charges of the atoms, in units of the elementary charge, are as follows: C -0.6208; C -0.6178; H 0.2216; H 0.1996; H 0.2179; H 0.1952; H 0.2272; H 0.1803; C -0.5292; C -0.5628; H 0.2745; H 0.3418; H 0.4223; H 0.3886; H 0.2854; H 0.3762

=====

Entry 2:
Below is 2 unconnected molecules or ions with the total composition C4H12 in a non-equilibrium geometry, with properties calculated with wB97M-V/def2-TZVPD.

XYZ file:
```
16
Properties=species:S:1:pos:R:3
C -0.6404 -1.3416 -0.6925
C -1.8871 -0.5783 -0.6377
H -0.1146 -1.3106 -1.6938
H 0.1136 -1.0829 0.0440
H -0.8613 -2.4375 -0.7169
H -1.9892 0.1537 -1.4862
H -2.0614 -0.0120 0.2758
H -2.7610 -1.2110 -0.8620
C 1.1052 0.6441 1.3883
C 1.3868 1.2643 0.0669
H 1.4770 1.2788 2.2220
H 0.0298 0.6332 1.5942
H 1.5672 -0.3335 1.4795
H 1.5540 0.5433 -0.7707
H 2.3929 1.7447 0.0259
H 0.6884 2.0455 -0.2368
```

Calculated values
- 2S+1: 2
- Relative energy (zero: lowest compared OMol25 entry of this formula, charge and spin): 10.9 kcal/mol
- Total charge: +1
- F_max: 1.070 eV Å⁻¹
- Kohn-Sham gap (alpha / beta): 13.4 / 3.9 eV
- Expectation value of S²: 0.753

Formally, the natural (NBO) partial charges of the atoms, in units of the elementary charge, are as follows: C -0.5715; C -0.6043; H 0.3604; H 0.2536; H 0.3492; H 0.3533; H 0.2617; H 0.3007; C -0.6302; C -0.6006; H 0.2929; H 0.2290; H 0.2339; H 0.2504; H 0.2900; H 0.2314

=====

Entry 3:
Below is 2 unconnected molecules or ions with the total composition C4H12 in a non-equilibrium geometry, with properties calculated with wB97M-V/def2-TZVPD.

XYZ file:
```
16
Properties=species:S:1:pos:R:3
C 0.3756 1.5053 -2.4174
C -1.0838 1.3445 -2.5984
H 0.6207 2.0760 -1.5164
H 0.8846 0.5749 -2.1073
H 0.9050 2.0331 -3.2616
H -1.5880 0.9907 -3.5034
H -1.6206 2.2219 -2.2551
H -1.4175 0.4803 -1.7947
C -0.3578 -1.6411 2.6720
C 1.0797 -1.1716 2.3112
H -0.9422 -0.7042 2.5719
H -0.6841 -2.3413 1.9139
H -0.4732 -2.0180 3.6726
H 1.1199 -0.1129 2.1662
H 1.2765 -1.6205 1.3081
H 1.9053 -1.6170 2.8384
```

Calculated values
- 2S+1: 2
- Relative energy (zero: lowest compared OMol25 entry of this formula, charge and spin): 31.9 kcal/mol
- Total charge: +1
- F_max: 2.758 eV Å⁻¹
- Kohn-Sham gap (alpha / beta): 10.6 / 2.3 eV
- Expectation value of S²: 0.753

Formally, the natural (NBO) partial charges of the atoms, in units of the elementary charge, are as follows: C -0.6199; C -0.4791; H 0.2687; H 0.3672; H 0.3694; H 0.2815; H 0.3069; H 0.4625; C -0.6019; C -0.6115; H 0.2041; H 0.2041; H 0.2278; H 0.1996; H 0.1874; H 0.2332

=====

Question: Look up the F_max of the second one.
Answer: 1.070 eV Å⁻¹

=====

Question: Which formula does entry 3 have?
Answer: C4H12

=====

Question: total charge of number 2 (C4H12)?
Answer: +1